Below is the ion C3H9F3P with charge -1, with properties calculated with ωB97M-V/def2-TZVPD.

```
16
Properties=species:S:1:pos:R:3
H -2.380 0.345 -1.219
H -0.411 1.866 -0.175
P -1.743 -0.189 0.016
H -2.263 0.966 0.806
H -1.230 -1.347 -0.742
H -1.096 -0.711 1.252
C -0.155 0.833 -0.417
C 1.881 -0.683 -0.026
F 3.113 -0.728 0.586
H -2.978 -0.934 0.331
F 1.288 -1.859 0.269
C 1.117 0.530 0.400
H 0.070 0.803 -1.482
H 0.835 0.428 1.443
H 1.799 1.372 0.314
F 2.155 -0.693 -1.355
```

The spin multiplicity is 1. For the total energy, the calculation gives -20696.1043 eV. As for the HOMO energy: -2.98 eV. Its charge is -1.

Atom charges from the Mulliken analysis, given in e for atoms 1 to 5: number 1, H, carries -0.0353; number 2, H, carries 0.3995; number 3, P, carries -0.3058; number 4, H, carries -0.0390; number 5, H, carries -0.0901

Below is the ion C3H9FN with charge +1, with properties calculated with ωB97M-V/def2-TZVPD.

```
14
Properties=species:S:1:pos:R:3
H 0.453 -0.492 2.048
C 0.699 -0.733 1.003
H -1.627 1.285 0.073
C 0.304 0.393 0.121
H 0.924 1.356 0.375
N -1.221 0.480 0.437
H 0.201 -1.044 -1.642
H 1.684 -0.845 0.853
H -1.183 0.308 1.513
F -0.602 0.711 -2.139
H -1.605 -0.426 0.012
H 0.119 -1.535 0.676
C 0.426 0.049 -1.480
H 1.429 0.493 -1.850
```

The spin multiplicity is 1. For the total energy, the calculation gives -7456.5325 eV. As for the HOMO energy: -16.60 eV. As for the structure (SMILES): C[C@H]([NH3+])CF. Its charge is +1.

Atom charges from the Mulliken analysis, given in e for atoms 1 to 5: number 1, H, carries 0.4197; number 2, C, carries -1.4706; number 3, H, carries 0.3088; number 4, C, carries 0.0114; number 5, H, carries 0.3669

Below is a cluster of 2 separate species, C3H9FN3 in total, with properties calculated with ωB97M-V/def2-TZVPD.

```
16
Properties=species:S:1:pos:R:3
F 0.850 1.586 0.141
C 1.875 -0.629 0.414
C -1.629 -0.005 -0.544
H 1.983 -1.434 1.098
N -2.194 -0.842 0.220
C 0.835 0.266 0.638
H -1.046 2.036 -0.662
H -2.777 -0.380 0.942
H -1.012 -0.436 -1.286
N -1.748 1.313 -0.467
H 0.170 0.163 1.435
H 3.242 -1.246 -0.956
H 2.984 0.367 -1.148
H -2.112 -1.861 0.268
N 2.771 -0.451 -0.524
H -2.195 1.553 0.429
```

The spin multiplicity is 1. For the total energy, the calculation gives -10436.8638 eV. As for the HOMO energy: -11.82 eV. Its charge is +1.

Atom charges from the Mulliken analysis, given in e for atoms 1 to 5: number 1, F, carries -0.3388; number 2, C, carries -0.1064; number 3, C, carries 0.0387; number 4, H, carries 0.3674; number 5, N, carries -0.2443

Below is a cluster of 2 separate species, C3H9FS in total, with properties calculated with ωB97M-V/def2-TZVPD.

```
14
Properties=species:S:1:pos:R:3
C -0.142 0.874 -1.547
H 0.234 0.695 -2.592
S 0.495 1.272 1.018
H 1.815 1.785 -0.915
H -1.068 -0.425 0.689
H 0.521 -1.235 0.693
C 1.047 1.057 -0.623
H -0.915 -2.217 1.835
C -0.126 -0.412 1.229
H -0.827 1.783 -1.663
F -1.731 -2.717 1.777
H -0.708 -0.040 -1.377
H 1.564 0.089 -0.769
H -0.157 -0.511 2.245
```

The spin multiplicity is 1. For the total energy, the calculation gives -16808.8637 eV. As for the HOMO energy: -8.78 eV. As for the structure (SMILES): CCSC.F.

Atom charges from the Mulliken analysis, given in e for atoms 1 to 5: number 1, C, carries -1.0124; number 2, H, carries 0.3234; number 3, S, carries -0.1093; number 4, H, carries 0.3607; number 5, H, carries 0.4248

Below is a structure of composition C3H9IN2, with properties calculated with ωB97M-V/def2-TZVPD.

```
15
Properties=species:S:1:pos:R:3
N 1.270 -0.940 1.703
C -1.072 1.503 -0.770
H 2.255 -0.770 1.571
H 1.080 0.820 -0.535
N 0.618 -1.522 0.507
H -1.211 1.311 -1.845
H 0.756 -0.216 2.074
H -0.786 2.604 -0.692
H -1.208 -1.291 -0.415
C -0.277 -0.770 -0.295
H -2.023 1.218 -0.218
I 0.092 -1.058 -2.515
H 0.072 0.924 0.888
H 0.336 -2.457 0.723
C 0.098 0.646 -0.181
```

The spin multiplicity is 1. For the total energy, the calculation gives -14335.7109 eV. As for the HOMO energy: -8.62 eV.

Atom charges from the Mulliken analysis, given in e for atoms 1 to 5: number 1, N, carries -0.6002; number 2, C, carries -0.9446; number 3, H, carries 0.2452; number 4, H, carries 0.4236; number 5, N, carries -0.0787

Below is a cluster of 2 separate species, C3H9IN3 in total, with properties calculated with ωB97M-V/def2-TZVPD.

```
16
Properties=species:S:1:pos:R:3
H 2.375 -0.532 1.249
C -1.346 0.622 -0.059
H 0.502 -2.115 -0.629
H -0.110 -1.925 0.928
N 1.216 1.861 0.237
C 1.053 0.582 0.004
N 2.460 -0.828 0.302
H 0.323 2.372 0.347
H -1.217 1.670 -0.039
H -2.055 0.366 0.684
I 4.335 -0.145 -0.105
H 2.217 2.346 0.084
N -0.034 -0.095 -0.159
C -0.198 -1.503 -0.049
H -1.171 -1.841 -0.381
H -1.964 0.327 -0.946
```

The spin multiplicity is 1. For the total energy, the calculation gives -15817.7547 eV. As for the HOMO energy: -13.33 eV. Its charge is +1.

Atom charges from the Mulliken analysis, given in e for atoms 1 to 5: number 1, H, carries 0.3623; number 2, C, carries -1.0698; number 3, H, carries 0.3865; number 4, H, carries 0.3810; number 5, N, carries -0.3591

Below is the ion C3H9IN3 with charge +1, with properties calculated with ωB97M-V/def2-TZVPD.

```
16
Properties=species:S:1:pos:R:3
H 1.022 1.906 1.875
I -2.253 -2.594 0.844
H 1.676 0.067 -1.419
H -1.849 -0.201 1.593
H -0.391 2.729 1.011
C -0.217 -0.323 0.132
H 0.672 -0.365 -2.867
C -0.088 1.776 1.503
N 0.140 0.925 0.334
H 0.866 1.125 -0.238
H -0.920 1.232 2.104
H 1.803 -1.691 -2.022
N 0.114 -1.044 -0.924
C 1.108 -0.729 -1.895
N -1.176 -0.935 1.151
H -0.506 -1.878 -1.184
```

The spin multiplicity is 1. For the total energy, the calculation gives -15819.6878 eV. As for the HOMO energy: -13.20 eV. As for the structure (SMILES): CN/C(NI)=[NH+]/C. Its charge is +1.

Atom charges from the Mulliken analysis, given in e for atoms 1 to 5: number 1, H, carries 0.3014; number 2, I, carries 0.2203; number 3, H, carries 0.3115; number 4, H, carries 0.2958; number 5, H, carries 0.3007

Below is the molecule C3H9N, with properties calculated with ωB97M-V/def2-TZVPD.

```
13
Properties=species:S:1:pos:R:3
H 0.632 1.228 -0.614
C 0.749 0.428 0.127
H 2.444 -0.561 0.812
H -0.343 -1.432 0.674
H -2.642 -0.683 0.286
H -2.030 0.461 -1.149
H 2.698 0.516 -0.602
N 2.061 -0.259 -0.209
H -1.978 0.951 0.595
C -0.346 -0.499 -0.002
H -0.257 -1.040 -1.008
C -1.814 0.065 -0.083
H 0.826 0.825 1.173
```

The spin multiplicity is 1. For the total energy, the calculation gives -4745.9010 eV. As for the HOMO energy: -9.57 eV. As for the structure (SMILES): CCCN.

Atom charges from the Mulliken analysis, given in e for atoms 1 to 5: number 1, H, carries 0.3026; number 2, C, carries -0.3795; number 3, H, carries 0.2565; number 4, H, carries 0.2493; number 5, H, carries 0.2788

Below is a cluster of 2 separate species, C3H9N in total, with properties calculated with ωB97M-V/def2-TZVPD.

```
13
Properties=species:S:1:pos:R:3
C 2.091 0.366 -0.126
H -4.506 -1.964 0.961
C -4.798 -1.008 1.376
H -5.852 -0.795 1.271
N 2.391 -0.504 -1.229
H 1.178 2.041 0.676
H 3.191 -1.071 -0.980
H 0.987 1.763 -1.181
H 2.463 -0.059 0.797
H 2.675 0.138 -1.964
C 1.343 1.446 -0.209
H -4.325 -0.198 0.814
H -4.534 -0.827 2.415
```

The spin multiplicity is 1. For the total energy, the calculation gives -4746.0961 eV. As for the HOMO energy: -8.74 eV. As for the structure (SMILES): C=CN.C.

Atom charges from the Mulliken analysis, given in e for atoms 1 to 5: number 1, C, carries 0.0850; number 2, H, carries 0.2162; number 3, C, carries -0.9164; number 4, H, carries 0.2389; number 5, N, carries -0.5698

Below is a cluster of 2 separate species, C3H9N in total, with properties calculated with ωB97M-V/def2-TZVPD.

```
13
Properties=species:S:1:pos:R:3
H -1.443 -0.381 1.812
H 2.322 -0.405 -1.511
H 1.673 -1.684 -0.458
N -1.018 1.678 1.629
C 0.341 -0.860 -2.029
H -0.294 2.175 1.332
H -0.491 -1.453 -1.826
H -1.816 1.936 1.026
H -0.429 -0.066 0.506
H 0.116 -0.101 -2.851
C 1.479 -1.034 -1.364
H 0.201 -0.028 2.229
C -0.639 0.223 1.506
```

The spin multiplicity is 1. For the total energy, the calculation gives -4745.2090 eV. As for the HOMO energy: -9.26 eV. As for the structure (SMILES): C=C.CN.

Atom charges from the Mulliken analysis, given in e for atoms 1 to 5: number 1, H, carries 0.3364; number 2, H, carries 0.2374; number 3, H, carries 0.2275; number 4, N, carries -0.5767; number 5, C, carries -0.5353